No. 1
The following is a quantum chemistry calculation of 12 unconnected molecules or ions with the total composition C32H96N8O12, from the OMol25 dataset.

Structure (XYZ):
```
148
C32H96N8O12 ωB97M-V/def2-TZVPD
O 0.38 -0.15 -0.66
H 0.64 0.76 -0.83
H 0.18 -0.16 0.28
O 0.13 2.78 -0.68
H -0.04 3.71 -0.52
H 0.60 2.49 0.11
O 2.42 -1.55 -1.51
H 3.09 -1.40 -0.85
H 1.66 -1.07 -1.19
O 1.51 2.04 1.64
H 1.92 2.30 2.46
H 2.16 2.26 0.97
C 2.52 -1.37 3.86
C 1.43 -0.53 4.48
C 2.01 0.76 5.20
O 2.49 1.85 4.32
C 3.27 2.82 5.08
N 0.55 -0.12 3.36
H 3.22 -1.72 4.63
H 3.07 -0.81 3.10
H 2.10 -2.25 3.37
H 0.76 -1.10 5.13
H 2.84 0.37 5.79
H 1.28 1.22 5.86
H 4.13 2.40 5.60
H 2.55 3.32 5.73
H 3.74 3.50 4.37
H 0.03 0.59 3.86
H 1.13 0.47 2.77
C -1.60 0.65 -3.93
C -2.52 1.63 -3.28
C -3.35 0.94 -2.23
O -4.47 0.13 -2.76
C -5.04 -0.58 -1.64
N -1.85 2.86 -2.85
H -0.92 1.07 -4.68
H -2.23 -0.11 -4.39
H -0.86 0.30 -3.21
H -3.26 2.01 -3.99
H -3.47 1.69 -1.44
H -2.72 0.31 -1.61
H -5.64 -1.39 -2.08
H -5.55 0.01 -0.88
H -4.28 -1.02 -1.01
H -2.48 3.30 -2.19
H -1.18 2.65 -2.12
C 2.51 5.47 -5.33
C 1.44 4.58 -5.88
C 1.09 3.29 -5.09
O 2.14 2.30 -5.16
C 2.06 1.17 -4.21
N 0.23 5.41 -6.16
H 3.44 4.98 -5.62
H 2.36 5.79 -4.29
H 2.53 6.48 -5.74
H 1.91 4.11 -6.75
H 0.13 2.90 -5.44
H 1.00 3.61 -4.05
H 1.55 0.26 -4.55
H 1.65 1.46 -3.24
H 3.08 0.82 -4.02
H -0.22 4.94 -6.93
H 0.49 6.29 -6.57
C 4.96 1.24 1.90
C 4.20 0.60 0.74
C 4.08 1.56 -0.56
O 3.39 2.71 -0.18
C 3.38 3.78 -1.14
N 4.86 -0.67 0.42
H 4.48 2.13 2.32
H 5.95 1.59 1.61
H 4.98 0.58 2.77
H 3.28 0.36 1.27
H 3.46 1.04 -1.29
H 5.10 1.79 -0.87
H 2.95 3.50 -2.10
H 4.32 4.26 -1.36
H 2.86 4.53 -0.54
H 5.27 -1.06 1.26
H 5.64 -0.35 -0.13
C -2.56 1.41 2.22
C -2.22 2.60 3.17
C -3.40 3.58 3.48
O -3.91 4.25 2.35
C -4.94 5.14 2.71
N -1.58 2.11 4.31
H -1.77 0.66 2.21
H -2.68 1.70 1.18
H -3.44 0.88 2.59
H -1.52 3.21 2.59
H -3.08 4.37 4.16
H -4.19 3.02 3.99
H -5.76 4.50 3.01
H -5.26 5.69 1.82
H -4.54 5.79 3.49
H -2.08 1.47 4.92
H -1.35 2.89 4.90
C -0.64 -2.76 -2.37
C -0.82 -4.09 -2.98
C -1.51 -4.02 -4.36
O -2.84 -3.54 -4.28
C -3.40 -3.11 -5.53
N 0.52 -4.74 -3.15
H -1.55 -2.16 -2.37
H 0.13 -2.19 -2.89
H -0.23 -2.76 -1.36
H -1.47 -4.65 -2.31
H -1.43 -5.03 -4.75
H -0.90 -3.39 -5.01
H -2.93 -2.28 -6.06
H -4.39 -2.79 -5.22
H -3.51 -3.94 -6.24
H 0.93 -4.77 -2.22
H 0.40 -5.70 -3.44
C 3.45 -3.80 1.09
C 2.30 -4.59 0.46
C 0.86 -4.07 0.81
O 0.53 -4.36 2.18
C 0.24 -5.77 2.49
N 2.41 -4.62 -0.99
H 3.35 -2.73 0.90
H 4.40 -4.24 0.77
H 3.48 -3.89 2.17
H 2.35 -5.65 0.73
H 0.16 -4.41 0.04
H 0.90 -2.98 0.75
H 1.15 -6.34 2.66
H -0.43 -6.36 1.87
H -0.16 -5.79 3.50
H 2.46 -3.65 -1.25
H 3.37 -4.88 -1.16
C -2.22 -2.50 1.29
C -2.43 -2.24 2.82
C -3.52 -3.11 3.38
O -4.84 -2.95 2.81
C -5.48 -1.87 3.42
N -1.16 -2.41 3.50
H -1.62 -1.68 0.92
H -3.20 -2.40 0.82
H -1.71 -3.46 1.15
H -2.68 -1.20 3.01
H -3.57 -2.91 4.45
H -3.20 -4.16 3.37
H -5.52 -2.07 4.49
H -6.54 -1.85 3.13
H -4.94 -0.98 3.09
H -0.62 -1.62 3.19
H -0.56 -3.08 3.04
```

Values from the calculation:
E_HOMO (alpha / beta): -10.40 / -10.40 eV
total charge: +1
multiplicity: 2

No. 2
The following is a quantum chemistry calculation of a molecular structure, C53H71AsN5P2Se2Si3Sn, from the OMol25 dataset.

Structure (XYZ):
```
138
C53H71AsN5P2Se2Si3Sn ωB97M-V/def2-TZVPD
Sn -0.56 0.32 0.01
C 2.50 -0.35 6.54
C 0.99 -0.45 6.31
C 0.49 -1.79 6.88
C 0.29 0.72 7.03
C 0.63 -0.36 4.84
C -0.69 -0.57 4.42
C -1.01 -0.42 3.10
N -0.10 -0.10 2.16
C 1.18 0.03 2.53
C 1.57 -0.06 3.85
C 2.14 0.19 1.40
C 3.50 0.19 1.59
C 4.38 0.29 0.51
C 3.80 0.38 -0.76
C 2.43 0.37 -0.89
N 1.60 0.28 0.16
C 5.88 0.29 0.74
C 6.67 0.38 -0.57
C 6.22 1.51 1.62
C 6.27 -1.00 1.48
H 2.71 -0.44 7.61
H 2.90 0.61 6.22
H 3.04 -1.15 6.03
H 0.81 -1.88 7.92
H 0.88 -2.64 6.33
H -0.60 -1.85 6.88
H 0.51 0.67 8.10
H -0.79 0.68 6.91
H 0.65 1.68 6.66
H -1.46 -0.84 5.12
H -2.03 -0.57 2.75
H 2.60 0.07 4.12
H 3.90 0.09 2.59
H 4.41 0.45 -1.65
H 1.98 0.47 -1.86
H 6.45 1.30 -1.11
H 6.47 -0.48 -1.21
H 7.73 0.38 -0.34
H 5.94 2.45 1.13
H 7.30 1.54 1.79
H 5.73 1.47 2.59
H 6.01 -1.88 0.90
H 5.79 -1.08 2.46
H 7.34 -1.00 1.65
Se -0.54 -3.60 -5.56
P -0.93 -1.55 -5.75
C 0.08 -0.67 -6.95
C 1.14 -1.33 -7.56
C 1.88 -0.67 -8.54
C 1.56 0.63 -8.90
C 0.50 1.29 -8.28
C -0.24 0.64 -7.31
C -2.64 -1.13 -6.17
C -3.19 -1.76 -7.28
C -4.49 -1.47 -7.66
C -5.24 -0.55 -6.95
C -4.69 0.09 -5.84
C -3.39 -0.20 -5.45
C -0.67 -0.71 -4.15
C -0.96 -1.08 -2.85
N -0.48 -0.06 -2.08
N 0.04 0.88 -2.86
N -0.06 0.50 -4.10
P -1.73 -2.50 -2.02
Se -1.65 -1.97 0.15
C -3.41 -2.78 -2.50
C -3.65 -3.26 -3.80
C -4.94 -3.52 -4.21
C -6.00 -3.32 -3.33
C -5.77 -2.86 -2.04
C -4.48 -2.59 -1.62
C -0.73 -3.95 -2.20
C -1.33 -5.19 -2.42
C -0.52 -6.31 -2.57
C 0.86 -6.19 -2.52
C 1.45 -4.95 -2.28
C 0.66 -3.83 -2.12
H 1.37 -2.35 -7.29
H 2.70 -1.19 -9.02
H 2.14 1.13 -9.66
H 0.25 2.30 -8.58
H -1.09 1.15 -6.86
H -2.61 -2.49 -7.84
H -4.92 -1.96 -8.53
H -6.26 -0.32 -7.26
H -5.28 0.81 -5.29
H -2.97 0.30 -4.59
H -2.82 -3.45 -4.48
H -5.12 -3.89 -5.21
H -7.01 -3.53 -3.65
H -6.60 -2.72 -1.35
H -4.30 -2.24 -0.61
H -2.40 -5.29 -2.48
H -0.98 -7.27 -2.76
H 1.48 -7.06 -2.66
H 2.53 -4.86 -2.25
H 1.12 -2.86 -1.96
C -1.48 2.95 3.42
Si -2.82 2.93 2.13
C -4.02 1.51 2.19
C -3.67 4.57 2.07
As -1.63 2.67 0.03
Si 0.20 4.29 -0.16
C 1.47 3.74 1.08
C -0.66 5.86 0.31
C 0.82 4.24 -1.90
Si -3.24 2.75 -1.83
C -4.52 3.98 -1.29
C -3.90 1.02 -1.90
C -2.37 3.33 -3.36
H -1.92 2.88 4.42
H -0.93 3.89 3.38
H -0.76 2.13 3.32
H -4.39 1.39 3.22
H -3.60 0.56 1.87
H -4.88 1.72 1.56
H -4.14 4.73 3.05
H -4.46 4.61 1.32
H -2.98 5.40 1.90
H 1.05 3.59 2.07
H 2.25 4.50 1.16
H 1.96 2.82 0.76
H -0.88 5.89 1.38
H -1.60 5.98 -0.23
H -0.03 6.72 0.08
H 1.00 3.22 -2.24
H 1.77 4.78 -1.94
H 0.14 4.72 -2.59
H -5.19 3.56 -0.53
H -5.12 4.23 -2.16
H -4.09 4.91 -0.91
H -4.30 0.71 -0.93
H -3.13 0.31 -2.20
H -4.71 0.94 -2.63
H -2.14 4.40 -3.29
H -3.06 3.21 -4.20
H -1.46 2.79 -3.59
```

Values from the calculation:
E_HOMO: -13.91 eV
total charge: +3

No. 3
The following is a quantum chemistry calculation of a molecular structure, C5H9NO, from the OMol25 dataset.

Structure (XYZ):
```
16
C5H9NO ωB97M-V/def2-TZVPD
C 0.27 1.08 1.39
C 0.07 -0.04 0.55
C -0.14 0.80 -1.31
C 1.04 -1.10 0.25
O 0.09 -1.80 -0.43
C -0.90 -0.77 -0.40
N -2.14 -0.93 -0.55
H 0.43 0.67 2.39
H 1.18 1.63 1.15
H -0.58 1.76 1.43
H -0.91 1.55 -1.19
H 0.84 1.25 -1.18
H -0.18 0.41 -2.32
H 1.41 -1.65 1.10
H 1.90 -0.93 -0.36
H -2.38 -1.92 -0.51
```

Values from the calculation:
E_HOMO: -7.92 eV

Computed values of relative energy (zero: lowest compared OMol25 entry of this formula, charge and spin) (unit: kJ/mol) for the preceding records, in sequence: 0.0; 0.0; 550.1.
Computed values of DFT total energy (unit: hartree) for the preceding records, in sequence: -2617.17838; -11139.52305; -325.72803.
Computed values of max |F| (unit: eV/A) for the preceding records, in sequence: 3.54; 0.40; 4.35.